10
Properties=species:S:1:pos:R:3:mulliken_charge:R:1 method="wB97M-V/def2-TZVPD" max_force_ev_per_a=3.8 total_energy_ha=-396.402602 homo_energy_ev=-8.583 e_above_lowest_kcal_mol=139.2 gap_ev=8.73 multiplicity=1 lumo_energy_ev=0.147
C 0.950 0.601 -2.253 0.59
C 0.932 0.271 -0.919 -0.55
C 0.151 -0.113 0.381 -0.13
N -1.102 -0.238 0.612 0.55
O -1.915 0.023 -0.558 -0.45
O 1.094 1.131 -3.267 -0.33
O -1.739 -0.514 1.657 -0.64
H 2.008 0.286 -0.741 0.24
H -2.390 0.858 -0.477 0.34
H 0.834 -0.192 1.191 0.37